<one>
Here is one molecule with the formula C4H7NO from the Open Molecules 2025 dataset. Energies are from ωB97M-V/def2-TZVPD.

Calculated values
SMILES = C1OC[C@H]2N[C@@H]12
Orbital gap = 10.6 eV
Lowest unoccupied orbital energy = 1.058 eV

The geometry in ORCA input format:
```
! RIJCOSX wB97M-V def2-TZVPD def2/J DEFGRID3
* xyz 0 1
C -1.196 -0.708 0.077
O -0.038 -1.423 -0.302
C 1.085 -0.685 0.159
C 0.662 0.796 0.178
N 0.028 1.330 -1.058
C -0.785 0.741 -0.001
H -1.462 -0.905 1.131
H -2.026 -1.019 -0.563
H 1.328 -0.949 1.200
H 1.922 -0.994 -0.480
H 1.194 1.520 0.769
H 0.657 0.807 -1.634
H -1.368 1.490 0.524
*
```

<two>
Here is one molecule with the formula C4H7NO from the Open Molecules 2025 dataset. Energies are from ωB97M-V/def2-TZVPD.

Calculated values
SMILES = NCCC=C=O
Orbital gap = 8.8 eV
Lowest unoccupied orbital energy = 0.847 eV

The geometry in ORCA input format:
```
! RIJCOSX wB97M-V def2-TZVPD def2/J DEFGRID3
* xyz 0 1
N 0.933 0.731 0.587
C 1.179 -0.830 -0.873
O 2.339 -0.985 -1.037
C -0.139 -0.993 -0.992
C -1.134 -0.066 -0.354
C -0.471 0.500 0.908
H 1.579 0.563 1.348
H 1.136 1.629 0.162
H -0.445 -1.835 -1.602
H -1.434 0.752 -1.028
H -2.057 -0.599 -0.094
H -0.507 -0.264 1.690
H -0.977 1.397 1.286
*
```

Most stable structure - <two>; separation to the second - 0.0423 hartree.

<one>
Here is one molecule with the formula C4H7NO from the Open Molecules 2025 dataset. Energies are from ωB97M-V/def2-TZVPD.

Calculated values
SMILES = C1N[C@H]1[C@H]1CO1
Orbital gap = 10.7 eV
Lowest unoccupied orbital energy = 1.168 eV

The geometry in ORCA input format:
```
! RIJCOSX wB97M-V def2-TZVPD def2/J DEFGRID3
* xyz 0 1
C -1.804 -0.301 -0.136
N -1.217 0.871 0.511
C -0.527 0.264 -0.619
C 0.753 -0.469 -0.321
C 1.865 0.266 0.280
O 1.056 -0.604 1.065
H -1.758 -1.261 0.375
H -2.728 -0.114 -0.679
H -0.716 0.571 1.348
H -0.513 0.870 -1.523
H 0.966 -1.362 -0.908
H 2.895 -0.063 0.148
H 1.728 1.331 0.465
*
```

<two>
Here is a 2-piece molecular cluster, C4H7NO overall from the Open Molecules 2025 dataset. Energies are from ωB97M-V/def2-TZVPD.

Calculated values
Orbital gap = 8.7 eV
Lowest unoccupied orbital energy = 0.641 eV

The geometry in ORCA input format:
```
! RIJCOSX wB97M-V def2-TZVPD def2/J DEFGRID3
* xyz 0 1
C -1.856 0.387 -0.047
C 2.191 -0.588 -0.412
C -2.702 -0.764 -0.176
C 2.516 0.830 -0.073
N -1.176 1.295 0.095
O 1.240 -1.089 0.290
H -2.973 -0.911 -1.220
H -3.604 -0.615 0.417
H -2.168 -1.643 0.183
H 3.509 1.110 -0.410
H 2.401 1.050 0.995
H 1.786 1.437 -0.617
H 0.837 -0.500 0.975
*
```

<three>
Here is C4H7NO as an isolated structure from the Open Molecules 2025 dataset. Energies are from ωB97M-V/def2-TZVPD.

Calculated values
Orbital gap (alpha / beta) = 7.3 / 7.2 eV
Lowest unoccupied orbital energy (alpha / beta) = -0.359 / -0.386 eV

The geometry in ORCA input format:
```
! RIJCOSX wB97M-V def2-TZVPD def2/J DEFGRID3
* xyz 0 1
C 0.391 -1.092 -1.272
N 0.003 -0.482 -0.017
C -1.254 0.045 0.353
C -0.606 0.435 1.629
O -0.890 0.924 2.683
C 0.736 -0.125 1.011
H 1.245 -0.549 -1.686
H 0.667 -2.135 -1.100
H -0.451 -1.032 -1.963
H -0.107 2.138 -0.444
H -2.148 -0.563 0.231
H 1.803 0.077 0.993
H 0.610 2.358 -0.417
*
```

<four>
Here is a 2-piece molecular cluster, C4H7NO overall from the Open Molecules 2025 dataset. Energies are from ωB97M-V/def2-TZVPD.

Calculated values
SMILES = CC=C=O.C=N
Orbital gap = 9.5 eV
Lowest unoccupied orbital energy = 0.849 eV

The geometry in ORCA input format:
```
! RIJCOSX wB97M-V def2-TZVPD def2/J DEFGRID3
* xyz 0 1
C -2.478 0.149 0.248
C -0.977 0.082 0.113
N 2.018 -1.073 -0.596
C 2.647 -0.176 0.044
C -0.279 0.933 -0.606
O 0.321 1.717 -1.233
H -2.918 -0.838 0.074
H -2.913 0.838 -0.481
H -2.780 0.482 1.248
H -0.406 -0.700 0.599
H 1.913 -1.919 -0.030
H 2.828 0.781 -0.451
H 3.023 -0.276 1.071
*
```

Most stable structure - <four>; separation to the second - 0.0168 hartree.

<one>
Here is one molecule with the formula C4H7NO from the Open Molecules 2025 dataset. Energies are from ωB97M-V/def2-TZVPD.

Calculated values
SMILES = C1=NCCCO1
Orbital gap = 10.9 eV
Lowest unoccupied orbital energy = 1.055 eV

The geometry in ORCA input format:
```
! RIJCOSX wB97M-V def2-TZVPD def2/J DEFGRID3
* xyz 0 1
C 0.613 -0.847 0.409
C -0.875 -0.837 0.125
O -1.434 0.412 0.573
C -0.976 1.331 -0.328
N 0.217 1.392 -0.741
C 1.196 0.507 -0.094
H 0.801 -0.974 1.484
H 1.051 -1.700 -0.126
H -1.043 -0.868 -0.961
H -1.435 -1.655 0.580
H -1.777 1.853 -0.862
H 1.649 1.056 0.744
H 2.013 0.331 -0.802
*
```

<two>
Here is one molecule with the formula C4H7NO from the Open Molecules 2025 dataset. Energies are from ωB97M-V/def2-TZVPD.

Calculated values
SMILES = C1OC[C@H]2N[C@@H]12
Orbital gap = 10.4 eV
Lowest unoccupied orbital energy = 0.922 eV

The geometry in ORCA input format:
```
! RIJCOSX wB97M-V def2-TZVPD def2/J DEFGRID3
* xyz 0 1
C -0.335 0.896 -0.968
C -0.795 -1.070 -0.174
C 0.132 -0.415 0.830
C 0.352 0.949 0.386
H 0.454 1.257 -1.671
H -1.486 1.096 -0.920
H -1.935 -1.198 0.215
H -0.309 -2.240 -0.098
H 0.322 -0.696 1.932
H 2.280 0.229 0.611
H 0.369 1.632 1.299
N 1.433 0.052 -0.076
O -0.483 -0.493 -1.366
*
```

<three>
Here is one molecule with the formula C4H7NO from the Open Molecules 2025 dataset. Energies are from ωB97M-V/def2-TZVPD.

Calculated values
SMILES = C/C=N\C(C)=O
Orbital gap = 10.3 eV
Lowest unoccupied orbital energy = 0.707 eV

The geometry in ORCA input format:
```
! RIJCOSX wB97M-V def2-TZVPD def2/J DEFGRID3
* xyz 0 1
C -1.389 -1.743 -0.474
C -0.293 -0.720 -0.628
N 0.599 -0.703 0.469
C 1.164 0.373 0.846
C 0.980 1.779 0.360
O -0.122 -0.079 -1.644
H -2.168 -1.570 -1.218
H -1.805 -1.746 0.537
H -0.946 -2.732 -0.642
H 0.842 2.441 1.222
H 1.904 0.255 1.646
H 1.903 2.089 -0.146
H 0.158 1.887 -0.346
*
```

<four>
Here is one molecule with the formula C4H7NO from the Open Molecules 2025 dataset. Energies are from ωB97M-V/def2-TZVPD.

Calculated values
SMILES = [H]/N=C(/C)CC=O
Orbital gap = 10.4 eV
Lowest unoccupied orbital energy = 0.532 eV

The geometry in ORCA input format:
```
! RIJCOSX wB97M-V def2-TZVPD def2/J DEFGRID3
* xyz 0 1
C -0.757 -1.165 -0.855
C 0.313 -0.164 -0.566
C 0.810 0.063 0.871
N 0.678 0.673 -1.448
C -0.317 1.115 1.116
O -0.341 2.306 0.967
H -1.323 -0.844 -1.732
H -0.232 -2.099 -1.059
H -1.446 -1.344 -0.016
H 0.658 -0.641 1.694
H 1.915 0.170 0.760
H 1.327 1.366 -1.048
H -1.285 0.564 1.314
*
```

Most stable structure - <three>; separation to the second - 0.0218 hartree.